Record 1
The following is a quantum chemistry calculation of a molecular structure, C3H8CsO, from the Open Molecules 2025 dataset.

Output
E_HOMO   -14.314 eV
Orbital gap   10.67 eV
Largest force on an atom   1.13 eV/A
Electronic energy   -5831.060 eV
Energy above the lowest of the compared OMol25 structures with the same formula, charge and spin   0.064 eV

```
! wB97M-V def2-TZVPD RIJCOSX def2/J DEFGRID3
* xyz 1 1
Cs 0.40 3.47 1.90
C -1.13 -0.97 -0.37
C -0.17 -0.02 0.30
C 1.29 -0.31 -0.04
O -0.44 1.35 -0.04
H -1.14 -2.00 -0.02
H -0.96 -1.01 -1.45
H -2.16 -0.64 -0.17
H -0.29 -0.07 1.39
H 1.60 -1.33 0.19
H 2.01 0.35 0.45
H 1.40 -0.21 -1.13
H -0.42 1.40 -1.01
*
```


Record 2
The following is a quantum chemistry calculation of a molecular structure, C4H12NO2P, from the Open Molecules 2025 dataset.

Output
E_HOMO   -7.314 eV
Orbital gap   7.85 eV
Largest force on an atom   5.34 eV/A
Electronic energy   -19215.367 eV
Energy above the lowest of the compared OMol25 structures with the same formula, charge and spin   2.392 eV

```
! wB97M-V def2-TZVPD RIJCOSX def2/J DEFGRID3
* xyz 0 1
C -0.88 2.00 -0.29
C 0.24 -0.29 2.10
C 0.54 1.58 0.21
C 0.57 0.22 0.69
N -0.99 -1.53 -1.24
O 1.35 -2.47 -0.02
O 1.56 -0.78 -1.82
P 1.01 -1.05 -0.33
H -0.87 3.02 -0.44
H -1.19 1.44 -1.15
H -1.68 1.95 0.60
H -0.57 0.19 2.69
H 1.14 -0.64 2.67
H -0.17 -1.34 1.89
H 1.16 1.64 -0.60
H 0.66 2.38 0.90
H -0.94 -0.98 -2.01
H -1.60 -1.14 -0.49
H -1.38 -2.51 -1.41
H 2.03 -1.68 -1.96
*
```


Record 3
The following is a quantum chemistry calculation of 6 unconnected molecules or ions with the total composition C18H38N2O12, from the Open Molecules 2025 dataset.

Output
E_HOMO   -9.905 eV
Orbital gap   9.84 eV
Structure (SMILES)   C[N+](=O)[O-].C[N+](=O)[O-].CCOC(C)=O.CCOC(C)=O.CCOC(C)=O.CCOC(C)=O
Largest force on an atom   2.21 eV/A
Electronic energy   -46826.932 eV
Energy above the lowest of the compared OMol25 structures with the same formula, charge and spin   1.107 eV

```
! wB97M-V def2-TZVPD RIJCOSX def2/J DEFGRID3
* xyz 0 1
C -1.20 0.59 0.39
N -0.15 -0.36 0.82
O 0.41 -0.15 1.89
O 0.04 -1.36 0.16
H -0.69 1.39 -0.15
H -1.69 1.04 1.25
H -1.86 0.05 -0.27
C -4.74 -3.28 0.91
N -3.79 -2.13 0.74
O -2.62 -2.29 0.96
O -4.31 -1.09 0.40
H -4.98 -3.45 1.95
H -4.28 -4.17 0.48
H -5.60 -3.09 0.27
C 5.86 -2.53 4.84
C 5.10 -1.93 6.03
O 3.74 -1.71 5.71
C 3.24 -0.78 4.91
C 1.75 -0.59 4.99
O 3.95 -0.19 4.12
H 5.42 -3.49 4.60
H 6.90 -2.68 5.15
H 5.82 -1.91 3.95
H 5.06 -2.68 6.82
H 5.57 -1.00 6.36
H 1.16 -1.49 4.85
H 1.59 0.11 4.18
H 1.54 -0.11 5.95
C -2.27 4.09 -1.31
C -2.05 4.50 -2.78
O -1.55 5.80 -2.92
C -2.33 6.88 -2.69
C -1.55 8.17 -2.61
O -3.53 6.81 -2.61
H -2.52 4.94 -0.66
H -1.29 3.79 -0.92
H -2.92 3.25 -1.08
H -1.29 3.82 -3.15
H -2.96 4.35 -3.37
H -0.80 8.18 -3.40
H -1.01 8.16 -1.67
H -2.25 8.97 -2.80
C 3.15 -1.90 0.86
C 2.91 -3.25 0.22
O 3.22 -4.34 1.07
C 4.30 -5.10 0.82
C 4.78 -5.89 2.04
O 5.00 -4.95 -0.15
H 2.89 -1.14 0.13
H 4.21 -1.70 1.01
H 2.58 -1.85 1.78
H 1.88 -3.25 -0.15
H 3.44 -3.42 -0.72
H 3.93 -5.95 2.72
H 5.53 -5.20 2.44
H 5.28 -6.83 1.85
C -2.60 1.67 -6.66
C -3.00 1.88 -5.22
O -3.32 0.61 -4.64
C -3.78 0.62 -3.41
C -3.91 -0.76 -2.77
O -4.14 1.60 -2.79
H -2.33 2.63 -7.11
H -3.40 1.26 -7.29
H -1.74 1.00 -6.70
H -2.18 2.39 -4.70
H -3.80 2.60 -5.05
H -4.75 -0.66 -2.09
H -3.01 -1.00 -2.21
H -4.06 -1.54 -3.51
*
```


Record 4
The following is a quantum chemistry calculation of a molecular structure, C26H39Br2N6Y, from the Open Molecules 2025 dataset.

Output
E_HOMO   -13.879 eV
Orbital gap   7.61 eV
Largest force on an atom   0.24 eV/A
Electronic energy   -177655.195 eV
Energy above the lowest of the compared OMol25 structures with the same formula, charge and spin   0.026 eV

```
! wB97M-V def2-TZVPD RIJCOSX def2/J DEFGRID3
* xyz 2 1
Y -0.46 0.25 0.04
C -0.16 2.60 1.10
C -1.21 1.98 1.85
C -2.30 1.79 0.93
C -1.85 2.29 -0.33
C -0.57 2.86 -0.22
C 0.04 3.84 -1.21
C 1.46 4.23 -0.81
C 0.02 3.32 -2.65
C -0.84 5.10 -1.14
C -3.70 1.17 1.07
C -3.58 -0.35 1.29
C -4.52 1.82 2.18
C -4.49 1.36 -0.24
C -1.09 1.91 3.38
C 0.37 2.03 3.83
C -1.63 0.62 4.01
C -1.83 3.13 3.97
H 0.77 2.96 1.53
H -2.47 2.35 -1.22
H 2.14 3.38 -0.79
H 1.48 4.71 0.16
H 1.86 4.95 -1.54
H 0.78 2.55 -2.81
H 0.24 4.13 -3.34
H -0.95 2.91 -2.92
H -0.90 5.48 -0.12
H -1.86 4.89 -1.49
H -0.42 5.89 -1.77
H -3.08 -0.59 2.22
H -3.04 -0.79 0.44
H -4.56 -0.82 1.30
H -4.13 1.61 3.17
H -5.54 1.43 2.15
H -4.57 2.90 2.04
H -4.03 0.85 -1.09
H -4.62 2.41 -0.48
H -5.49 0.92 -0.11
H 1.01 1.26 3.40
H 0.42 1.93 4.91
H 0.80 3.01 3.59
H -1.12 -0.26 3.61
H -2.70 0.49 3.87
H -1.46 0.64 5.08
H -1.40 4.05 3.58
H -1.72 3.13 5.05
H -2.89 3.12 3.73
N -2.81 -2.00 -1.75
C -2.02 -1.32 -2.61
N -2.43 -1.21 -3.86
C -1.58 -0.61 -4.70
N -1.96 -0.40 -5.94
N -0.31 -0.25 -4.36
C -0.03 -0.34 -3.09
N -0.86 -0.78 -2.12
C 1.33 0.10 -2.68
C 2.34 0.23 -3.61
C 3.58 0.68 -3.19
C 3.77 1.01 -1.86
C 2.70 0.87 -0.99
N 1.50 0.42 -1.39
H -3.61 -2.45 -2.16
H -2.36 -2.50 -1.00
H -2.87 -0.68 -6.25
H -1.31 0.01 -6.60
H 2.15 -0.02 -4.65
H 4.40 0.77 -3.90
H 4.71 1.38 -1.49
H 2.79 1.15 0.05
Br 1.82 -0.99 1.82
C 0.92 -2.69 2.00
Br -0.94 -2.49 1.53
H 0.97 -3.00 3.04
H 1.38 -3.40 1.32
*
```


Record 5
The following is a quantum chemistry calculation of a molecular structure, C16H32AlB2O8, from the Open Molecules 2025 dataset.

Output
E_HOMO (spin up / spin down)   -8.513 / -7.600 eV
Orbital gap (spin up / spin down)   8.65 / 4.24 eV
Largest force on an atom   4.95 eV/A
Electronic energy   -41430.278 eV

```
! wB97M-V def2-TZVPD RIJCOSX def2/J DEFGRID3
* xyz 0 2
Al -16.22 -23.19 -16.44
B -15.95 -21.44 -19.07
H -14.93 -21.24 -18.79
H -16.65 -21.26 -18.26
H -16.15 -20.78 -19.89
H -15.84 -22.46 -19.40
B -13.05 -23.80 -16.83
H -11.98 -23.73 -16.92
H -13.36 -24.80 -16.58
H -13.35 -23.09 -16.07
H -13.44 -23.55 -17.81
O -18.93 -22.05 -16.74
C -20.10 -21.81 -16.34
O -21.28 -22.21 -16.98
C -22.42 -21.57 -16.37
C -21.95 -21.22 -15.00
C -20.49 -20.82 -15.25
H -23.29 -22.23 -16.42
H -22.67 -20.64 -16.87
H -21.96 -22.00 -14.24
H -22.38 -20.31 -14.60
H -19.69 -20.80 -14.51
H -20.35 -19.85 -15.72
O -15.96 -25.27 -14.40
C -16.48 -26.12 -13.73
O -15.79 -26.61 -12.70
C -16.64 -27.56 -12.04
C -17.60 -28.15 -13.03
C -17.51 -27.12 -14.14
H -17.13 -27.11 -11.18
H -15.80 -28.13 -11.66
H -18.59 -28.29 -12.60
H -17.39 -29.20 -13.22
H -18.42 -26.55 -14.35
H -17.13 -27.43 -15.11
O -18.45 -25.08 -16.52
C -19.54 -25.67 -16.76
O -20.63 -25.48 -16.07
C -21.78 -25.99 -16.82
C -21.27 -27.02 -17.76
C -19.76 -26.65 -17.85
H -22.21 -25.10 -17.27
H -22.54 -26.42 -16.16
H -21.78 -26.96 -18.72
H -21.31 -28.07 -17.45
H -19.53 -26.15 -18.79
H -19.16 -27.56 -17.76
O -16.91 -20.48 -15.44
C -16.78 -19.48 -14.77
O -17.77 -18.66 -14.51
C -17.32 -17.53 -13.77
C -16.01 -17.95 -13.21
C -15.47 -18.95 -14.17
H -18.06 -17.16 -13.06
H -17.26 -16.62 -14.35
H -15.91 -18.59 -12.33
H -15.38 -17.07 -13.11
H -14.87 -19.72 -13.68
H -14.80 -18.50 -14.90
*
```


Record 6
The following is a quantum chemistry calculation of C3H3N3O3 in the gas phase, from the Open Molecules 2025 dataset.

Output
E_HOMO (spin up / spin down)   -7.810 / -7.814 eV
Orbital gap (spin up / spin down)   6.00 / 6.01 eV
Largest force on an atom   2.20 eV/A
Electronic energy   -13763.006 eV
Energy above the lowest of the compared OMol25 structures with the same formula, charge and spin   10.651 eV

```
! wB97M-V def2-TZVPD RIJCOSX def2/J DEFGRID3
* xyz 0 1
C -0.80 1.16 0.22
C 0.11 1.42 -0.65
C 0.67 -1.59 0.32
N -1.10 -0.02 1.00
N -0.40 -1.28 0.90
N 1.13 0.93 -1.36
O 0.87 0.47 -2.48
O 1.65 -1.89 -0.21
O 2.27 1.02 -0.90
H -1.53 1.89 0.54
H -2.10 -0.22 1.00
H -0.78 -1.89 1.62
*
```


Record 7
The following is a quantum chemistry calculation of 12 unconnected molecules or ions with the total composition C52H55Cl10N7O14, from the Open Molecules 2025 dataset.

Output
E_HOMO   -10.137 eV
Orbital gap   9.20 eV
Structure (SMILES)   O=[N+]([O-])c1ccccc1.O=[N+]([O-])c1ccccc1.O=[N+]([O-])c1ccccc1.O=[N+]([O-])c1ccccc1.O=[N+]([O-])c1ccccc1.O=[N+]([O-])c1ccccc1.O=[N+]([O-])c1ccccc1.ClCCCl.ClCCCl.ClCCCl.ClCCCl.ClCCCl
Largest force on an atom   4.15 eV/A
Electronic energy   -219113.671 eV
Energy above the lowest of the compared OMol25 structures with the same formula, charge and spin   0.000 eV

```
! wB97M-V def2-TZVPD RIJCOSX def2/J DEFGRID3
* xyz 0 1
O 3.76 -4.53 -6.57
N 2.56 -4.19 -6.63
O 1.88 -3.72 -5.65
C 1.97 -4.29 -7.99
C 2.64 -4.96 -8.98
C 2.02 -4.93 -10.23
C 0.76 -4.39 -10.47
C 0.11 -3.77 -9.46
C 0.75 -3.70 -8.20
H 3.59 -5.45 -8.88
H 2.42 -5.42 -11.10
H 0.37 -4.47 -11.47
H -0.89 -3.37 -9.52
H 0.25 -3.26 -7.36
O -1.81 -12.59 0.14
N -1.41 -11.55 0.63
O -1.96 -11.04 1.60
C -0.17 -10.90 0.09
C 0.65 -11.59 -0.82
C 1.77 -10.97 -1.33
C 2.13 -9.73 -0.89
C 1.39 -9.06 0.08
C 0.24 -9.64 0.59
H 0.35 -12.52 -1.28
H 2.23 -11.38 -2.22
H 3.03 -9.30 -1.29
H 1.75 -8.06 0.26
H -0.31 -9.15 1.38
O -5.05 8.10 -8.07
N -5.16 6.90 -7.80
O -5.88 6.44 -6.89
C -4.43 5.91 -8.65
C -3.38 6.37 -9.44
C -2.65 5.55 -10.24
C -2.89 4.14 -10.22
C -3.93 3.64 -9.40
C -4.71 4.57 -8.65
H -2.92 7.35 -9.38
H -1.80 6.06 -10.68
H -2.24 3.49 -10.78
H -4.10 2.58 -9.42
H -5.49 4.22 -7.99
O 8.53 -9.94 -18.94
N 9.52 -9.35 -18.51
O 10.72 -9.78 -18.49
C 9.25 -8.00 -17.88
C 10.24 -7.24 -17.25
C 9.92 -6.17 -16.49
C 8.59 -5.65 -16.60
C 7.57 -6.33 -17.32
C 7.91 -7.51 -17.97
H 11.23 -7.63 -17.04
H 10.64 -5.78 -15.79
H 8.29 -4.79 -16.02
H 6.58 -5.90 -17.25
H 7.18 -8.09 -18.50
O 0.94 0.71 3.65
N 1.42 -0.02 4.49
O 1.01 -0.04 5.68
C 2.54 -0.86 4.05
C 3.01 -0.68 2.75
C 4.03 -1.50 2.28
C 4.72 -2.31 3.18
C 4.21 -2.54 4.43
C 3.13 -1.84 4.89
H 2.61 0.11 2.13
H 4.37 -1.30 1.28
H 5.57 -2.93 2.93
H 4.82 -3.10 5.13
H 2.69 -2.01 5.86
O -8.25 -5.24 -8.95
N -8.98 -5.13 -9.96
O -8.92 -4.21 -10.80
C -10.15 -6.05 -10.05
C -10.85 -6.17 -11.26
C -11.91 -7.03 -11.36
C -12.37 -7.71 -10.28
C -11.78 -7.52 -9.04
C -10.62 -6.73 -8.97
H -10.42 -5.64 -12.11
H -12.33 -7.19 -12.34
H -13.21 -8.37 -10.46
H -12.23 -8.10 -8.24
H -10.26 -6.65 -7.95
O 11.95 -5.70 0.93
N 11.50 -5.68 -0.21
O 11.43 -4.74 -0.93
C 11.14 -7.02 -0.79
C 10.48 -7.10 -2.00
C 10.21 -8.34 -2.56
C 10.63 -9.48 -1.89
C 11.22 -9.46 -0.64
C 11.51 -8.22 -0.06
H 10.04 -6.21 -2.44
H 9.74 -8.34 -3.53
H 10.39 -10.41 -2.38
H 11.51 -10.36 -0.12
H 11.95 -8.14 0.92
Cl -4.66 -8.47 -15.82
C -4.04 -9.95 -16.57
C -2.62 -9.80 -17.19
Cl -1.45 -9.30 -15.88
H -4.76 -10.28 -17.32
H -4.03 -10.74 -15.81
H -2.44 -9.07 -17.98
H -2.20 -10.76 -17.49
Cl 2.43 -0.41 -19.09
C 1.16 -0.66 -17.81
C -0.07 -1.35 -18.42
Cl -1.29 -1.27 -17.17
H 0.94 0.32 -17.41
H 1.53 -1.22 -16.94
H 0.08 -2.41 -18.62
H -0.36 -0.82 -19.33
Cl 4.77 -11.22 -9.61
C 4.68 -11.73 -11.35
C 6.11 -11.66 -11.96
Cl 6.22 -12.44 -13.51
H 4.01 -10.99 -11.81
H 4.29 -12.75 -11.37
H 6.90 -12.07 -11.34
H 6.42 -10.63 -12.11
Cl -6.60 -4.49 -2.72
C -5.16 -3.47 -2.74
C -3.97 -4.27 -2.19
Cl -3.47 -5.61 -3.30
H -5.53 -2.69 -2.08
H -4.89 -3.18 -3.76
H -4.21 -4.59 -1.18
H -3.02 -3.75 -2.07
Cl -1.71 5.45 -2.50
C -0.26 4.57 -3.11
C -0.29 3.13 -2.61
Cl -1.57 2.38 -3.71
H 0.57 5.01 -2.57
H -0.26 4.71 -4.19
H -0.57 3.10 -1.56
H 0.65 2.60 -2.70
*
```


Record 8
The following is a quantum chemistry calculation of a molecular structure, C36H57N4O10PSbSi3TeTi, from the Open Molecules 2025 dataset.

Output
E_HOMO   -3.999 eV
Orbital gap   5.06 eV
Largest force on an atom   1.23 eV/A
Electronic energy   -134562.956 eV
Energy above the lowest of the compared OMol25 structures with the same formula, charge and spin   0.186 eV

```
! wB97M-V def2-TZVPD RIJCOSX def2/J DEFGRID3
* xyz -1 1
Ti -0.04 -0.34 -0.27
C -2.05 3.39 2.46
Sb -0.77 2.46 0.97
C -1.16 0.36 1.46
C -2.61 0.21 1.12
C -3.40 -0.91 1.43
C -4.71 -0.97 1.01
C -5.25 0.09 0.28
C -4.43 1.17 0.04
N -3.17 1.24 0.46
Si -0.69 -0.54 3.05
C 0.94 -0.19 3.93
C -0.56 -2.41 2.76
C -2.03 -0.25 4.36
C 1.29 2.90 1.68
C 2.14 1.66 1.51
C 3.49 1.73 1.80
C 4.38 0.72 1.30
C 3.90 -0.41 0.77
C 2.42 -0.66 0.83
N 1.60 0.56 0.94
Si 1.37 3.78 3.35
C 0.53 5.46 3.18
C 3.08 4.18 4.03
C 0.58 2.90 4.82
Si 1.92 4.07 0.29
C 2.29 3.06 -1.25
C 3.47 5.05 0.71
C 0.69 5.43 -0.20
H -2.94 2.77 2.50
H -2.32 4.39 2.12
H -1.60 3.45 3.44
H -2.98 -1.74 1.98
H -5.31 -1.84 1.23
H -6.27 0.07 -0.08
H -4.79 2.03 -0.51
H 1.64 -1.01 3.73
H 0.75 -0.18 5.00
H 1.44 0.72 3.65
H 0.38 -2.63 2.24
H -1.36 -2.87 2.19
H -0.50 -2.91 3.73
H -1.84 0.69 4.89
H -2.02 -1.05 5.10
H -3.04 -0.19 3.94
H 3.90 2.63 2.23
H 5.45 0.91 1.31
H 4.55 -1.18 0.35
H 2.20 -1.34 1.68
H 1.22 6.20 2.78
H 0.21 5.81 4.17
H -0.36 5.45 2.54
H 3.73 4.70 3.34
H 3.59 3.27 4.37
H 2.94 4.82 4.91
H -0.27 2.26 4.58
H 0.24 3.66 5.53
H 1.31 2.28 5.33
H 2.69 2.09 -0.99
H 3.02 3.59 -1.86
H 1.38 2.90 -1.84
H 4.32 4.42 0.98
H 3.30 5.78 1.51
H 3.74 5.61 -0.19
H -0.33 5.07 -0.36
H 1.04 5.84 -1.15
H 0.67 6.25 0.52
O -3.02 -2.17 -1.52
C -1.99 -2.57 -1.03
O -1.15 -1.86 -0.31
C -1.65 -4.04 -1.06
C -2.38 -4.87 -1.90
C -2.05 -6.22 -1.96
C -1.04 -6.77 -1.20
C -0.35 -5.91 -0.37
C -0.63 -4.56 -0.28
N 0.74 -6.47 0.46
O 0.99 -7.65 0.34
O 1.32 -5.71 1.20
N -2.81 -7.10 -2.86
O -2.50 -8.27 -2.89
O -3.69 -6.60 -3.53
H -3.18 -4.47 -2.50
H -0.79 -7.82 -1.26
H -0.07 -3.92 0.38
C 1.41 1.58 -5.68
C 0.24 0.63 -5.80
O 0.45 -0.50 -4.94
P -0.70 -0.89 -3.86
O -0.31 -2.16 -3.21
Te -1.16 1.01 -2.44
O -2.02 -1.00 -4.78
C -2.43 -2.28 -5.30
C -3.87 -2.51 -4.92
H 1.30 2.40 -6.40
H 2.35 1.07 -5.87
H 1.43 2.02 -4.68
H 0.15 0.24 -6.82
H -0.69 1.13 -5.55
H -1.78 -3.06 -4.90
H -2.30 -2.24 -6.39
H -3.97 -2.47 -3.83
H -4.21 -3.49 -5.28
H -4.51 -1.74 -5.34
C 2.73 -0.37 -2.45
O 1.72 -0.43 -1.45
C 1.78 -1.32 -0.36
C 2.11 -2.74 -0.72
H 3.70 -0.24 -1.97
H 2.49 0.48 -3.07
H 2.70 -1.28 -3.05
H 3.14 -2.82 -1.07
H 1.45 -3.11 -1.50
H 2.03 -3.37 0.17
*
```